Entry 1:
Density functional theory data (the ωB97M-V functional and the def2-TZVPD basis) for one molecule with the formula C20H21NO5S at a distorted geometry.

Computed properties:
E in eV: -43644.41072
Charge: 0
SMILES string: CC(=O)c1cccc(S(=O)(=O)N2CCC(C(=O)O)(c3ccccc3)CC2)c1
Lowest unoccupied orbital energy in hartree: -0.00303
ΔE to the lowest compared entry with this formula, charge and spin in kJ/mol: 0.0

```
48
Properties=species:S:1:pos:R:3:forces:R:3
C -3.826047 -1.116105 0.125808 0.060 0.327 0.452
H -2.895077 -0.105601 -1.557601 -0.013 -0.117 -0.157
O -1.958404 2.250315 -1.949562 -0.009 -0.345 0.009
H -0.272097 0.567128 -2.216702 0.093 -0.184 -0.002
H 1.798232 -0.825586 -1.877237 0.023 0.032 -0.014
C -4.083791 -1.012847 1.494329 -0.009 -0.044 -0.122
C -4.341798 -2.318131 -0.593875 0.055 -0.041 -0.265
C 4.754116 0.642269 0.345735 -0.097 -0.014 -0.030
H 2.131199 0.916003 -1.874474 0.062 0.000 -0.006
H -4.647538 -1.805439 1.964253 -0.036 -0.043 0.020
H 6.839345 1.065487 0.512624 0.065 0.058 0.029
C 6.098875 0.350857 0.185074 0.111 0.032 0.003
C -3.636800 0.071786 2.226601 0.036 0.002 -0.044
H -4.317346 -3.415783 -2.416142 -0.004 0.012 0.016
H 5.830839 -2.690877 -1.242808 0.023 -0.081 -0.039
C 5.535083 -1.751688 -0.799581 -0.015 -0.062 -0.029
H -0.349195 -0.499790 -0.787131 0.041 0.063 -0.072
C -3.103191 -0.102367 -0.500317 -0.207 -0.306 -0.063
C -2.659286 0.971003 0.243714 0.434 0.592 -0.265
C 0.439106 1.480728 0.900115 0.266 0.235 0.585
H 4.477531 1.579633 0.799507 -0.067 0.112 0.064
C 1.953188 1.291456 0.837941 -0.232 -0.152 0.010
O -5.059819 -3.115178 -0.036426 0.019 0.007 0.006
H 3.454055 -2.181012 -0.962107 -0.098 -0.086 -0.038
C 1.752737 -1.201567 0.819336 -0.228 -0.264 -0.122
H -3.850884 0.138766 3.282393 -0.016 0.015 0.080
C 3.783634 -0.257404 -0.072715 0.105 0.029 -0.017
C 6.495438 -0.843853 -0.387258 0.062 0.028 0.015
H -2.829283 -2.499598 -2.095413 0.114 0.050 -0.050
C -3.914767 -2.483981 -2.027196 -0.186 -0.287 0.003
H 2.356175 1.242594 1.849344 0.023 0.082 -0.039
N -0.090246 1.560874 -0.438932 -0.792 0.638 -0.226
C 1.648158 0.104244 -1.329728 -0.319 -0.111 0.250
H -4.288054 -1.655181 -2.624801 0.022 0.102 -0.092
C 0.149304 0.376174 -1.229196 0.024 -0.443 -0.586
H -0.022511 0.648490 1.458623 0.015 0.063 0.013
H 2.379969 2.146085 0.313121 0.075 0.029 0.025
S -1.624487 2.199029 -0.558235 0.137 -0.018 0.005
O -1.645328 3.404843 0.213175 0.002 -0.201 0.293
H 1.792367 -1.991428 2.552932 -0.060 0.046 -0.306
H 7.544439 -1.068025 -0.508816 0.089 -0.015 -0.008
O 2.094018 -1.181010 2.112157 0.210 0.208 0.562
C 2.289118 0.009164 0.065425 0.137 0.090 -0.050
H -2.553116 1.940088 2.131047 0.008 0.079 0.131
C -2.911076 1.072828 1.598872 -0.008 0.076 0.081
C 4.192678 -1.460211 -0.643411 0.044 0.042 -0.023
O 1.130874 -2.111606 0.337881 -0.070 -0.095 -0.130
H 0.187561 2.419898 1.394338 0.114 -0.143 0.149
```
Forces are in eV/Å.

Entry 2:
Density functional theory data (the ωB97M-V functional and the def2-TZVPD basis) for an isolated ion of composition C21H44ClN2O3P2S and charge -1 at a distorted geometry.

Computed properties:
E in eV: -73539.83222
Charge: -1
Lowest unoccupied orbital energy in hartree: 0.05035

```
74
Properties=species:S:1:pos:R:3:forces:R:3
H -3.354471 -3.721391 -0.268060 -1.306 1.320 -0.178
H 3.790216 5.308848 -0.294409 0.147 -1.377 -0.680
C 0.145739 1.091919 -0.351940 0.218 0.116 0.479
H -0.180003 0.243708 1.687681 0.680 -0.801 -1.463
H -6.105306 -1.057687 2.967875 0.670 1.010 -0.997
H -6.294832 -4.315482 0.212739 1.454 0.362 -1.264
C -1.952230 -1.776679 1.571973 1.645 -1.008 -0.815
C 1.347942 1.001326 -1.410208 -0.755 0.465 0.137
H 7.516438 1.395068 -1.231692 -0.807 0.902 1.024
C -5.515686 -4.154829 -0.626211 -0.093 0.549 -0.369
C -4.953558 -5.623713 -0.989617 -0.955 -0.237 1.656
H 7.424402 2.925386 -0.150092 -0.994 -1.420 -0.668
P -3.716928 -1.118980 1.909639 -0.892 -2.125 0.317
C 4.964542 -0.653319 1.484846 1.857 4.247 -1.562
H -6.059559 -0.478356 1.146906 0.649 -0.242 1.619
H 5.719455 2.728684 2.142684 0.188 -1.392 -1.375
H 6.371873 2.673635 -2.782959 -1.082 -0.031 1.519
H -1.229730 -1.668143 2.460334 -1.194 -0.019 -1.095
H -1.474156 1.389511 4.420514 -0.310 -0.846 -0.302
H -4.159043 -3.691405 2.034120 -0.340 1.248 -1.085
H 0.278725 2.034550 0.306941 -0.225 -1.485 -1.154
C 5.616726 1.702292 1.665288 -1.735 -2.762 1.451
O -5.841269 -5.056021 -3.607087 1.166 -2.838 2.784
H 3.668032 3.454782 -0.239843 0.483 1.279 -0.988
C 3.911248 4.354252 -0.913645 -0.124 0.384 -0.713
H 2.348318 1.023122 -0.837991 -1.410 -0.193 -0.852
H -4.308752 -2.179142 -0.826512 -0.099 -1.384 0.918
H 4.584622 -1.729142 1.633733 0.694 2.136 -0.355
H 4.850210 2.105491 -1.787528 1.455 0.730 -0.214
H 2.292673 2.092636 -3.104469 -1.515 0.304 0.852
O -3.762303 -6.445474 -3.318622 -4.046 0.323 2.035
C 4.882485 0.585169 2.440813 2.526 0.063 -4.745
H 5.530104 4.894523 -2.425612 -0.163 -0.818 1.630
H 0.448293 2.192385 -3.176168 1.199 -0.050 1.223
H -3.013844 1.681478 0.772361 0.613 -0.034 0.548
H -0.858928 1.209107 -0.882892 1.386 -0.066 0.534
H 1.320014 3.674858 -0.624235 0.123 -0.242 -1.557
H 3.249178 4.026834 -3.114409 -0.539 0.561 1.572
C -5.532590 -0.454411 2.181858 -0.675 1.338 -0.569
N -1.649453 0.493788 3.932693 0.279 0.478 -0.570
H 6.117239 4.673879 -0.647513 -0.761 -0.417 -1.235
C -4.538323 -2.810541 1.387890 -0.684 -0.739 -0.853
C 5.811524 2.726883 -1.773536 0.557 0.663 0.246
H 1.033426 -0.750592 0.593186 -1.490 0.745 0.368
C 5.420730 4.273133 -1.459761 -0.507 -0.756 0.153
H -1.901611 -0.613940 -0.454394 0.635 -0.664 1.209
C -1.215408 -1.146634 0.287082 1.362 -0.895 -0.382
H -0.757250 -2.041038 -0.295143 -0.836 1.400 0.657
H 0.604182 4.376342 -2.165972 1.084 -1.291 0.684
Cl -6.345497 -7.829419 -2.893285 0.487 0.673 0.386
H -3.710148 -1.661097 3.280189 0.290 0.256 0.403
H -1.932078 -0.194506 4.647471 0.019 0.395 -0.712
C 5.694008 -0.121747 0.231623 -1.289 -0.733 2.584
S -5.141022 -6.097745 -2.775697 3.165 2.450 -4.155
H -3.812077 -0.584381 0.566804 0.213 0.379 -0.436
H 1.240269 0.008191 -1.977540 0.366 1.407 0.745
H 4.416001 0.638689 3.477987 0.843 0.075 -1.799
H 2.620980 5.563723 -2.305986 0.294 -1.569 0.199
H -2.046898 -2.915114 1.382098 0.213 1.641 0.365
H -5.559792 -6.393948 -0.383535 0.865 1.016 -1.199
C -4.338555 -3.120620 -0.181566 -0.275 -1.773 1.253
C 1.342845 2.233705 -2.456283 0.675 -0.384 0.227
H -6.080943 -3.647004 -1.481365 0.723 -1.212 0.910
N 6.086902 1.271566 0.350367 -1.887 -1.882 3.282
P -3.001150 0.783233 2.780720 -0.341 2.469 1.284
H -5.670864 -2.741439 1.603634 1.687 -0.130 -0.415
H -3.858715 -5.778513 -0.675285 -1.560 0.302 -1.055
C 1.433497 3.682015 -1.759514 0.362 1.075 -0.886
H 5.905075 -0.759310 -0.697161 -0.193 1.435 1.518
H -5.437701 0.663362 2.440359 -0.675 -1.658 -0.030
C 0.035511 -0.180263 0.642069 -0.695 0.693 -0.158
O -2.356666 1.787426 1.496252 -0.188 -1.046 0.313
C 6.814814 2.096857 -0.666743 -0.482 -0.158 -0.746
C 2.829104 4.449673 -2.126248 -0.150 -0.211 0.549
```
Forces are in eV/Å.

Entry 3:
Density functional theory data (the ωB97M-V functional and the def2-TZVPD basis) for C23H30BrN5NaO4P as an isolated structure at a distorted geometry.

Computed properties:
E in eV: -123724.62025
Charge: 0
Lowest unoccupied orbital energy in hartree: -0.00415
ΔE to the lowest compared entry with this formula, charge and spin in kJ/mol: 53.9

```
65
Properties=species:S:1:pos:R:3:forces:R:3
H -1.467465 0.676118 -3.540044 -0.009 0.116 0.101
H 3.272920 -3.664111 2.567676 0.063 -0.007 -0.077
H 3.397126 0.098492 -1.218475 0.093 -0.218 0.183
H 0.089329 0.254003 -2.903436 0.229 -0.196 0.108
H -2.044600 3.002581 3.431723 -0.060 -0.007 0.086
H -2.764291 -3.388190 4.102494 0.600 0.016 -0.183
O -2.699948 -1.288935 2.366613 0.622 -0.628 0.106
H 7.071375 -1.943188 -0.356392 -0.021 -0.162 0.073
H -4.550633 -0.693693 2.774829 -0.233 0.158 -0.026
H -0.410631 2.645952 2.748650 -0.048 0.076 0.007
C 5.375373 -2.619209 0.795874 0.918 0.147 -0.423
C -0.836816 3.225422 -4.099945 -0.922 0.037 -0.051
N -1.202211 3.967396 -2.892120 0.514 -0.033 0.012
H -4.364516 -2.465683 2.789079 0.141 0.205 0.010
H 5.824013 -0.274378 -1.656518 -0.147 -0.105 0.085
C 0.629628 -2.692645 2.302283 0.755 0.408 -0.058
H 0.549043 5.115809 -2.952200 -0.020 -0.013 -0.150
C -2.343704 -2.535464 -1.724097 -0.061 0.230 0.634
C -2.012512 3.149256 -1.986885 -0.449 -0.045 0.370
Br -0.886492 -5.379000 5.127038 0.173 0.064 -0.151
H -0.349837 3.934655 -4.772484 0.074 -0.113 -0.088
P -1.147835 1.649199 -1.289009 0.510 0.553 -0.586
C 6.013021 -1.828780 -0.163636 -0.628 0.083 -0.122
C 1.920688 -2.338701 1.643396 -1.064 -0.456 0.234
H 5.941921 -3.381037 1.309781 -0.026 -0.044 0.186
N 3.104842 -2.977804 1.853174 -0.172 -0.248 0.468
H 1.365606 -4.348857 3.483858 0.140 -0.166 -0.041
H 1.929721 1.799327 -3.052013 0.010 0.231 -0.044
N 2.009302 -1.415179 0.726458 -0.305 0.337 -0.153
C 3.951402 -0.657828 -0.659663 0.164 0.552 -0.788
O -3.192985 2.319437 1.290821 0.456 -0.306 0.090
H -3.767187 -1.473464 4.145682 0.124 0.064 0.010
H -4.309381 -2.347505 -1.513231 0.348 0.174 0.227
C -1.684041 -2.160153 2.681271 -0.722 0.102 0.497
C -0.702953 -3.981095 3.850844 0.881 -0.247 0.033
C 5.298180 -0.872876 -0.918413 -0.004 -0.218 0.724
C 0.507698 2.460293 -0.921858 -0.425 -0.022 0.479
H 1.234322 1.672930 -0.705614 0.160 -0.035 -0.177
C -1.805304 -3.196233 3.610381 -0.771 0.627 -0.610
C -0.605233 1.085995 -2.994377 -0.020 0.009 -0.632
H -1.757491 2.866013 -4.570965 0.024 0.068 -0.049
H 1.684146 3.372358 -3.893650 0.179 -0.146 -0.325
C -1.376348 3.131005 2.574723 -0.283 -0.048 -0.323
N 0.035226 2.094199 -3.872703 0.431 0.157 0.392
Na -2.716360 0.105455 0.255986 -0.076 0.140 0.557
C 1.238343 2.634171 -3.231558 0.126 -0.587 0.212
H -0.197175 4.955953 -1.377398 0.046 0.115 0.517
O -0.516497 -0.817222 1.205851 -0.026 -0.240 0.071
H -1.508363 -2.071587 -1.200896 0.110 0.026 -0.135
C -1.974824 2.615863 1.254922 -0.258 -0.424 -0.188
H -1.191605 4.194334 2.405026 0.131 0.112 0.138
H -2.383035 3.718784 -1.125064 0.223 0.104 -0.255
H 0.365865 3.007630 0.020828 0.043 0.018 -0.381
C 4.033246 -2.399586 1.022301 -0.093 0.406 -0.543
C -0.481243 -1.885240 2.044424 0.223 0.388 -0.543
H -2.906898 2.802294 -2.531254 0.279 0.089 0.052
C 0.516523 -3.743120 3.220756 -0.642 0.081 0.259
H 0.373684 -0.639360 0.819167 0.082 -0.390 0.134
O -3.520729 -2.027708 -1.047980 0.111 -0.176 -0.577
C 0.060861 4.415551 -2.273823 -0.580 -0.098 0.043
C -3.899853 -1.505829 3.063362 -0.755 -0.114 0.070
C 3.319032 -1.423258 0.302507 0.372 -0.281 0.338
H -2.243682 -3.614769 -1.582174 -0.157 0.041 -0.187
H -2.290572 -2.258743 -2.782790 -0.200 -0.062 0.194
N 1.000817 3.339954 -1.981112 -0.177 -0.099 0.170
```
Forces are in eV/Å.

Which of these has the lowest lowest unoccupied orbital energy? C23H30BrN5NaO4P